(1)
# C12H12InN2S

C12H12InN2S as an isolated structure in a non-equilibrium geometry (wB97M-V/def2-TZVPD, the Open Molecules 2025 dataset).

## Properties
total charge	+3
2S+1	1

Each line ends with the Mulliken charge.
Element x y z (Å)
C -4.9621 1.1897 -0.6056  -0.01
C -3.7617 1.0400 -0.8137  -0.68
C -2.3763 1.2378 -0.6657  0.83
C -1.6047 0.3670 0.2202  -0.84
C -0.2377 0.5447 0.4321  0.63
C 0.4787 -0.4093 1.4066  -0.57
C 1.9312 -0.8398 0.9846  -0.94
C 2.0597 -2.3502 0.5919  -0.26
C 1.6891 -2.5070 -0.9405  -1.03
C 0.4117 1.6936 -0.3035  0.65
N 1.6628 2.0474 -0.2115  -0.51
S 1.8669 3.3491 -1.2724  0.51
N 0.4057 3.5484 -1.8589  -0.34
C -0.3650 2.5645 -1.2450  0.34
C -1.7098 2.3627 -1.4353  -0.42
H -6.0558 1.1408 -0.5257  0.41
H -2.1769 -0.4281 0.7215  0.47
H -0.1581 -1.3236 1.4566  0.36
H 0.4591 0.0462 2.4266  0.61
H 2.3796 -0.2354 0.1822  0.59
H 2.5801 -0.6818 1.8789  0.31
H 3.1317 -2.6297 0.6685  0.39
H 1.4872 -3.0405 1.2479  0.11
H 2.4236 -3.1824 -1.4162  0.35
H 1.8013 -1.5278 -1.4473  0.23
H 0.6660 -2.9162 -1.0165  0.29
H -2.2604 3.0275 -2.1296  0.54
In 0.2341 -2.0875 3.6698  0.98

(2)
# C3H3NO

An isolated molecule of C3H3NO in a non-equilibrium geometry (wB97M-V/def2-TZVPD, the Open Molecules 2025 dataset).

## Properties
total charge	0
structure (SMILES)	CC(=O)C#N
2S+1	1
energy above the lowest of the compared OMol25 structures with the same formula, charge and spin	16.0	kcal/mol

Each line ends with the Mulliken charge.
Element x y z (Å)
C 1.0112 0.2386 -0.0595  -0.84
C -0.3087 -0.4818 -0.0996  0.56
O -0.2370 -1.6346 0.2332  -0.43
C -1.6991 0.1553 -0.0991  0.15
N -2.7550 0.6221 0.0253  -0.32
H 1.5972 -0.2971 0.7194  0.29
H 1.5712 0.1552 -0.9964  0.27
H 0.8202 1.2424 0.2767  0.32

(3)
# C15H23BF16O6Si

A 3-piece molecular cluster, C15H23BF16O6Si overall (wB97M-V/def2-TZVPD, the Open Molecules 2025 dataset).

## Properties
total charge	0
structure (SMILES)	FC(F)C(F)(F)COC(F)(F)C(F)F.FC(F)C(F)(F)COC(F)(F)C(F)F.CCOB(O)[SiH2]OC[C@H](C)O
2S+1	1

Each line ends with the Mulliken charge.
Element x y z (Å)
C 1.7530 5.8379 -1.2091  -0.73
C 3.1931 5.8504 -1.7021  -0.32
O 4.0855 5.1472 -0.8275  -0.56
B 4.2486 3.8064 -0.9595  0.79
O 3.5619 3.0615 -1.8922  -0.59
Si 5.6318 3.0009 0.2676  0.37
O 5.7082 1.3463 0.0959  -0.20
C 6.5788 0.6766 1.0100  -0.69
C 5.8607 -0.4932 1.6582  0.40
C 4.6469 -0.0632 2.4649  -1.15
O 6.8461 -1.1085 2.5045  -0.56
H 1.4790 4.8832 -0.7700  0.04
H 1.6348 6.5911 -0.4348  0.34
H 1.0888 6.0648 -2.0384  0.30
H 3.5293 6.8851 -1.7025  0.33
H 3.2788 5.4854 -2.7218  0.29
H 2.6122 3.0078 -1.7239  0.22
H 5.2507 3.2902 1.6729  -0.18
H 6.9479 3.6231 -0.0230  -0.22
H 7.4621 0.3172 0.4869  0.27
H 6.9064 1.3382 1.8205  0.31
H 5.5744 -1.1833 0.8626  0.36
H 3.8801 -0.8338 2.4465  0.32
H 4.2042 0.8460 2.0690  0.19
H 4.9562 0.1239 3.4889  0.33
H 6.6744 -2.0597 2.5308  0.32
C -1.7306 2.0390 -2.1921  -0.93
C -0.3308 1.8821 -1.5789  1.10
C 0.2441 0.4696 -1.4398  0.06
F -0.5042 -0.2752 -0.6024  -0.18
F 1.4895 0.5777 -0.9248  -0.23
F -0.2627 2.5284 -0.3970  -0.31
F 0.5260 2.5180 -2.4389  -0.33
O -2.8126 2.2363 -1.3032  -0.38
C -3.5255 1.1930 -0.7799  0.79
C -3.4610 1.1801 0.7513  0.15
F -2.1899 1.0509 1.1718  -0.21
F -4.1650 0.1055 1.1896  -0.21
F -3.1569 0.0014 -1.2915  -0.27
F -4.8259 1.3859 -1.0972  -0.32
H -1.6802 2.9722 -2.7499  0.45
H -1.9388 1.2502 -2.9150  0.35
H 0.3032 -0.0211 -2.4152  0.26
H -3.8894 2.0961 1.1614  0.23
C -6.1643 -5.0509 0.6458  -0.76
C -5.6007 -5.7887 -0.5783  0.92
C -4.6308 -6.9470 -0.3291  0.06
F -3.5063 -6.5178 0.2775  -0.21
F -4.2934 -7.4848 -1.5241  -0.26
F -5.0562 -4.9106 -1.4456  -0.26
F -6.6772 -6.3669 -1.1894  -0.33
O -5.5737 -3.8170 0.9976  -0.36
C -4.5181 -3.7302 1.8658  0.80
C -3.3018 -3.0771 1.2033  0.69
F -2.8926 -3.8084 0.1452  -0.25
F -2.2941 -3.0269 2.1065  -0.27
F -4.2046 -4.9193 2.4188  -0.29
F -4.8893 -2.9015 2.8689  -0.30
H -7.1764 -4.7796 0.3524  0.40
H -6.2522 -5.7161 1.5052  0.32
H -5.1047 -7.7190 0.2835  0.29
H -3.5471 -2.0697 0.8733  -0.18

What are the DFT total energy values for these records? In order: -1160.9676, -246.0661, -2949.1027 hartree.
What are the gap between HOMO and LUMO values for these records? In order: 5.1, 10.7, 10.1 eV.
What are the HOMO level values for these records? In order: -20.2136, -11.0988, -9.6447 eV.